Computed, not measured: the molecule C3H4Cl2 in a non-equilibrium geometry, with ωB97M-V with the def2-TZVPD basis set.

```
! RIJCOSX wB97M-V def2-TZVPD def2/J DEFGRID3
* xyz 0 1
Cl -2.5547 1.4864 -0.1328
C -1.5818 0.0170 0.0885
Cl -2.5665 -1.4761 0.0306
C -0.0515 0.0344 -0.7652
C -0.1899 -0.0302 0.7940
H 0.1486 1.0071 -1.2314
H 0.1888 -0.7724 -1.3600
H 0.0123 -1.0521 1.0458
H 0.1196 0.6744 1.5616
*
```

Summary:
ΔE to the lowest compared entry with this formula, charge and spin   30.2 kcal per mole
SMILES   ClC1(Cl)CC1
LUMO   0.9 eV
E_tot   -28218.8495 eV

=====

Computed, not measured: the molecule C3H4Cl2O in a non-equilibrium geometry, with ωB97M-V with the def2-TZVPD basis set.

```
! RIJCOSX wB97M-V def2-TZVPD def2/J DEFGRID3
* xyz 0 1
O -0.4215 2.1262 -0.4827
C -0.2776 1.2315 0.6537
C -0.3519 -0.2035 0.2441
Cl -1.9685 -0.8503 -0.0962
C 0.6543 -1.0061 0.0562
Cl 2.2149 -0.3176 -0.1013
H -1.0595 1.6964 -1.0439
H -1.1325 1.4630 1.3178
H 0.6041 1.5809 1.2177
H 0.6204 -2.0258 0.0011
*
```

Summary:
ΔE to the lowest compared entry with this formula, charge and spin   29.1 kcal per mole
SMILES   OC/C(Cl)=C\Cl
LUMO   0.7 eV
E_tot   -30267.0162 eV

=====

Computed, not measured: C3H4Cl3F as an isolated structure in a non-equilibrium geometry, with ωB97M-V with the def2-TZVPD basis set.

```
! RIJCOSX wB97M-V def2-TZVPD def2/J DEFGRID3
* xyz 0 1
C 1.0313 0.2646 0.8637
C -0.2978 0.3026 0.0485
C -0.5656 -0.6991 -1.1073
H 0.9129 -0.6378 1.7472
H 0.9435 1.3746 1.3486
H -0.0588 -0.4609 -2.1431
H -0.1806 -1.5401 -0.5253
F -2.2310 -0.6088 -1.0739
Cl 2.5362 -0.1082 0.0199
Cl -0.3537 2.0050 -0.4568
Cl -1.7362 0.1080 1.2786
*
```

Summary:
ΔE to the lowest compared entry with this formula, charge and spin   64.0 kcal per mole
LUMO   0.0 eV
E_tot   -43457.7691 eV

=====

Computed, not measured: the molecule C3H4Cl3N2O2P in a non-equilibrium geometry, with ωB97M-V with the def2-TZVPD basis set.

```
! RIJCOSX wB97M-V def2-TZVPD def2/J DEFGRID3
* xyz 0 1
C -0.4080 0.5795 0.5189
C 1.4108 0.7217 -0.9404
C 1.0321 2.0686 -0.3278
N 0.0091 -1.7214 -0.3105
N 0.6204 -0.0867 -0.0359
O -1.4187 0.0728 0.9503
O -0.1776 1.8725 0.4052
P -1.3607 -1.9806 0.5436
Cl -1.3556 -3.9697 0.2460
Cl -3.2930 -1.7129 -0.0599
Cl -1.2928 -2.1182 2.5381
H 1.0410 0.3438 -1.9286
H 2.4688 0.4456 -1.0339
H 1.8077 2.5011 0.3624
H 0.9164 2.9840 -0.9273
*
```

Summary:
ΔE to the lowest compared entry with this formula, charge and spin   0.0 kcal per mole
LUMO   0.2 eV
E_tot   -57106.2283 eV

=====

Computed, not measured: the molecule C3H4Cl3NS in a non-equilibrium geometry, with ωB97M-V with the def2-TZVPD basis set.

```
! RIJCOSX wB97M-V def2-TZVPD def2/J DEFGRID3
* xyz 0 1
H 1.2570 -1.5290 -0.3422
N 0.7321 -1.2649 0.4260
C -0.2693 -0.4793 0.3858
S -0.6470 0.6890 -0.7884
C 0.7494 0.8672 -1.8493
C -1.0448 -0.3130 1.6781
Cl -0.8666 -1.7663 2.7255
Cl -0.3904 1.0694 2.5850
Cl -2.7974 -0.0586 1.3073
H 1.2956 1.7953 -1.6649
H 0.4950 0.8721 -2.9734
H 1.4863 0.1179 -1.4894
*
```

Summary:
ΔE to the lowest compared entry with this formula, charge and spin   6.1 kcal per mole
SMILES   [H]/N=C(\SC)C(Cl)(Cl)Cl
LUMO   0.4 eV
E_tot   -53067.2590 eV

=====

Computed, not measured: the molecule C3H4Cl3NS in a non-equilibrium geometry, with ωB97M-V with the def2-TZVPD basis set.

```
! RIJCOSX wB97M-V def2-TZVPD def2/J DEFGRID3
* xyz 0 1
H 0.9439 -1.5787 0.1102
N -0.0897 -1.4937 0.1050
C -0.3988 -0.2998 -0.0723
S 0.3856 1.2086 -0.2966
C 2.0751 0.5572 0.1800
C -2.1165 -0.0193 -0.1930
Cl -2.6638 0.1715 -1.8494
Cl -2.5986 -1.5040 0.7051
Cl -2.4612 1.5213 0.6650
H 2.4683 0.1996 -0.8041
H 1.8066 -0.2255 0.9833
H 2.6492 1.4628 0.4668
*
```

Summary:
ΔE to the lowest compared entry with this formula, charge and spin   19.2 kcal per mole
SMILES   [H]/N=C(\SC)C(Cl)(Cl)Cl
LUMO   0.4 eV
E_tot   -53066.6917 eV